{
  "formula": "C2HClNO3S",
  "method": "ωB97M-V/def2-TZVPD",
  "energy_ev": -33081.7726,
  "e_homo_ha": -0.216,
  "total_charge": -1,
  "relative_energy_kcal_mol": 2.1,
  "largest_force_ev_per_a": 2.65,
  "symbols": ["C", "C", "N", "O", "O", "O", "S", "Cl", "H"],
  "positions_angstrom": [[-1.17, -0.11, -1.05], [-0.76, 0.31, 0.24], [-1.42, -0.26, -2.17], [1.84, 0.26, -0.81], [1.57, 0.09, 1.60], [1.02, -1.84, 0.28], [1.18, -0.41, 0.32], [-0.93, 2.05, 0.42], [-1.33, -0.09, 1.15]]
}



{
  "formula": "C47H56BBr2FN8O17P2S",
  "method": "ωB97M-V/def2-TZVPD",
  "energy_ev": -269247.4752,
  "e_homo_ha": -0.282,
  "total_charge": 0,
  "largest_force_ev_per_a": 2.65,
  "symbols": ["C", "B", "O", "C", "N", "S", "P", "O", "Br", "C", "C", "N", "C", "O", "O", "O", "C", "Br", "C", "C", "C", "F", "P", "C", "C", "H", "H", "H", "H", "H", "H", "H", "H", "H", "H", "H", "H", "H", "H", "H", "H", "H", "H", "H", "H", "H", "H", "H", "H", "H", "H", "C", "C", "C", "C", "C", "C", "N", "O", "O", "H", "H", "H", "H", "H", "C", "C", "C", "C", "C", "C", "N", "O", "O", "H", "H", "H", "H", "H", "C", "C", "C", "C", "C", "C", "N", "O", "O", "H", "H", "H", "H", "H", "C", "C", "C", "C", "C", "C", "N", "O", "O", "H", "H", "H", "H", "H", "C", "C", "C", "C", "C", "C", "N", "O", "O", "H", "H", "H", "H", "H", "C", "C", "C", "C", "C", "C", "N", "O", "O", "H", "H", "H", "H", "H"],
  "positions_angstrom": [[3.94, -1.70, 0.22], [2.95, -0.90, 1.22], [1.65, -1.47, 1.34], [3.35, 0.49, 1.98], [2.93, 0.31, 3.43], [3.33, -1.27, 4.03], [5.18, 0.92, 1.90], [5.53, 2.00, 3.19], [6.45, -0.89, 2.46], [2.39, 1.68, 1.44], [2.62, 1.84, -0.08], [2.17, 3.08, -0.72], [2.81, 3.01, 2.22], [3.85, 3.72, 1.58], [4.32, 4.66, 2.53], [1.14, 1.33, 1.95], [-0.05, 1.59, 1.28], [-1.40, 0.84, 2.63], [-0.51, 3.08, 1.10], [-2.07, 3.27, 0.96], [-2.73, 3.88, 2.25], [-3.49, 5.00, 1.95], [-0.39, 0.52, -0.29], [-0.89, 1.60, -1.72], [-1.61, -0.85, 0.04], [4.65, -1.02, -0.31], [4.51, -2.43, 0.84], [3.38, -2.21, -0.60], [1.75, -2.40, 1.11], [3.46, 0.93, 4.03], [2.29, -1.58, 4.89], [5.64, 1.46, 3.99], [3.74, 1.79, -0.24], [2.23, 1.00, -0.71], [2.87, 3.48, -1.34], [1.87, 3.81, -0.09], [1.90, 3.66, 2.13], [2.95, 2.85, 3.30], [5.25, 4.82, 2.36], [-0.20, 3.75, 1.93], [-0.10, 3.42, 0.12], [-2.22, 4.06, 0.19], [-2.61, 2.38, 0.58], [-3.34, 3.09, 2.75], [-1.95, 4.17, 2.99], [-1.20, 0.93, -2.56], [-1.71, 2.33, -1.54], [0.00, 2.16, -2.06], [-1.22, -1.54, 0.83], [-2.65, -0.55, 0.25], [-1.63, -1.47, -0.90], [6.01, -2.40, -5.41], [5.64, -3.69, -5.77], [5.33, -4.63, -4.79], [5.39, -4.26, -3.46], [5.77, -2.98, -3.08], [6.08, -2.05, -4.06], [5.05, -5.24, -2.43], [4.74, -6.36, -2.79], [5.08, -4.89, -1.27], [6.24, -1.67, -6.17], [5.59, -3.97, -6.82], [5.05, -5.63, -5.09], [5.82, -2.69, -2.04], [6.37, -1.04, -3.78], [0.53, 9.51, 3.31], [0.36, 9.88, 1.98], [0.76, 9.02, 0.97], [1.33, 7.80, 1.30], [1.52, 7.43, 2.63], [1.12, 8.30, 3.63], [1.74, 6.88, 0.24], [1.58, 7.24, -0.91], [2.21, 5.81, 0.57], [0.21, 10.18, 4.10], [-0.10, 10.83, 1.74], [0.62, 9.31, -0.06], [1.98, 6.48, 2.88], [1.26, 8.02, 4.67], [-4.44, -1.91, 4.57], [-5.58, -2.70, 4.64], [-6.55, -2.61, 3.65], [-6.37, -1.72, 2.60], [-5.24, -0.92, 2.52], [-4.27, -1.01, 3.52], [-7.37, -1.64, 1.54], [-8.36, -2.35, 1.65], [-7.17, -0.88, 0.62], [-3.68, -1.98, 5.34], [-5.71, -3.39, 5.46], [-7.43, -3.23, 3.71], [-5.09, -0.23, 1.71], [-3.38, -0.40, 3.47], [-0.73, -6.12, -5.47], [0.59, -5.95, -5.04], [1.59, -5.71, -5.97], [1.27, -5.62, -7.32], [-0.04, -5.79, -7.75], [-1.04, -6.04, -6.82], [2.32, -5.34, -8.29], [3.45, -5.21, -7.88], [2.00, -5.24, -9.46], [-1.51, -6.31, -4.75], [0.83, -6.02, -3.99], [2.61, -5.58, -5.63], [-0.29, -5.73, -8.80], [-2.06, -6.17, -7.15], [0.88, 4.01, 7.20], [-0.17, 4.11, 8.11], [-1.23, 3.22, 8.04], [-1.23, 2.24, 7.05], [-0.19, 2.14, 6.13], [0.87, 3.04, 6.21], [-2.34, 1.28, 6.99], [-3.24, 1.41, 7.79], [-2.30, 0.42, 6.14], [1.71, 4.71, 7.27], [-0.15, 4.87, 8.88], [-2.04, 3.29, 8.75], [-0.19, 1.39, 5.36], [1.69, 2.97, 5.51], [-7.18, -4.01, -6.57], [-6.04, -3.42, -6.04], [-5.11, -4.19, -5.36], [-5.34, -5.56, -5.22], [-6.48, -6.15, -5.74], [-7.41, -5.37, -6.41], [-4.35, -6.38, -4.53], [-3.37, -5.83, -4.07], [-4.56, -7.57, -4.45], [-7.90, -3.40, -7.10], [-5.87, -2.36, -6.16], [-4.22, -3.73, -4.96], [-6.66, -7.21, -5.62], [-8.30, -5.82, -6.82]]
}



{
  "formula": "C38H45As2N2O4PPt",
  "method": "ωB97M-V/def2-TZVPD",
  "energy_ev": -185482.2780,
  "e_homo_ha": -0.683,
  "total_charge": 4,
  "largest_force_ev_per_a": 0.62,
  "symbols": ["Pt", "C", "C", "As", "C", "C", "C", "C", "C", "C", "C", "C", "C", "C", "C", "C", "As", "C", "C", "C", "C", "C", "C", "C", "C", "C", "C", "C", "C", "H", "H", "H", "H", "H", "H", "H", "H", "H", "H", "H", "H", "H", "H", "H", "H", "H", "H", "H", "H", "H", "H", "H", "H", "C", "C", "O", "P", "O", "C", "C", "O", "C", "C", "H", "H", "H", "H", "H", "H", "H", "H", "H", "H", "H", "H", "H", "H", "H", "N", "C", "O", "C", "C", "C", "N", "C", "C", "H", "H", "H", "H", "H", "H"],
  "positions_angstrom": [[0.10, -0.19, 0.31], [0.90, -0.68, -3.11], [0.25, -2.00, -2.74], [-1.00, -1.76, -1.26], [-1.15, -3.34, -0.24], [-0.07, -4.23, -0.18], [-0.24, -5.44, 0.47], [-1.45, -5.73, 1.09], [-2.51, -4.82, 1.06], [-2.36, -3.61, 0.41], [-2.66, -1.07, -1.86], [-2.97, -1.23, -3.21], [-4.24, -0.87, -3.65], [-5.18, -0.37, -2.75], [-4.86, -0.23, -1.41], [-3.59, -0.57, -0.95], [1.78, -0.07, -1.49], [2.95, -1.46, -0.91], [3.90, -1.86, -1.85], [4.79, -2.87, -1.51], [4.73, -3.46, -0.25], [3.78, -3.05, 0.68], [2.89, -2.04, 0.35], [2.71, 1.55, -1.72], [2.37, 2.42, -2.76], [3.17, 3.53, -2.99], [4.27, 3.77, -2.18], [4.59, 2.92, -1.13], [3.81, 1.79, -0.89], [0.19, 0.07, -3.43], [1.66, -0.81, -3.89], [0.99, -2.72, -2.39], [-0.31, -2.47, -3.55], [0.88, -4.01, -0.66], [0.57, -6.16, 0.49], [-1.58, -6.68, 1.59], [-3.45, -5.07, 1.54], [-3.19, -2.92, 0.35], [-2.27, -1.64, -3.93], [-4.51, -1.00, -4.69], [-6.17, -0.11, -3.10], [-5.60, 0.13, -0.71], [-3.36, -0.51, 0.10], [3.98, -1.40, -2.82], [5.54, -3.19, -2.22], [5.44, -4.24, 0.02], [3.76, -3.49, 1.67], [2.19, -1.68, 1.10], [1.52, 2.23, -3.40], [2.95, 4.19, -3.82], [4.89, 4.64, -2.37], [5.46, 3.11, -0.51], [4.08, 1.11, -0.10], [-2.79, 3.34, 1.96], [-2.82, 1.98, 1.31], [-2.12, 2.03, -0.01], [-0.72, 1.72, -0.55], [0.39, 2.60, 0.06], [0.46, 4.11, 0.08], [1.14, 4.53, 1.35], [-0.81, 1.84, -2.08], [-2.00, 2.30, -2.91], [-2.04, 3.80, -2.94], [-3.43, 3.32, 2.83], [-3.18, 4.10, 1.28], [-1.78, 3.62, 2.28], [-3.82, 1.67, 1.04], [-2.33, 1.20, 1.90], [-0.57, 4.47, 0.00], [1.03, 4.36, -0.81], [0.55, 4.26, 2.23], [1.25, 5.61, 1.34], [2.13, 4.09, 1.42], [-2.87, 1.84, -2.45], [-1.80, 1.85, -3.87], [-2.32, 4.22, -1.98], [-2.81, 4.09, -3.66], [-1.10, 4.21, -3.29], [0.28, -1.88, 7.42], [0.57, -0.77, 6.72], [1.05, 0.25, 7.16], [0.31, -0.78, 5.21], [0.12, 0.46, 4.62], [0.00, 0.55, 3.26], [0.07, -0.54, 2.45], [0.23, -1.75, 3.03], [0.36, -1.91, 4.39], [0.45, -1.87, 8.41], [-0.23, -2.65, 7.04], [0.12, 1.35, 5.24], [-0.10, 1.51, 2.77], [0.25, -2.61, 2.37], [0.51, -2.90, 4.79]]
}



{
  "formula": "C36H51BrDyFO9P2S2",
  "method": "ωB97M-V/def2-TZVPD",
  "energy_ev": -193685.9577,
  "e_homo_ha": [-0.272, -0.272],
  "total_charge": 0,
  "multiplicity": 6,
  "largest_force_ev_per_a": 1.47,
  "symbols": ["Dy", "C", "C", "C", "C", "C", "C", "C", "H", "H", "H", "H", "H", "H", "H", "H", "C", "C", "C", "O", "P", "O", "C", "P", "O", "O", "C", "C", "C", "O", "C", "C", "C", "O", "C", "C", "C", "H", "H", "H", "H", "H", "H", "H", "H", "H", "H", "H", "H", "H", "H", "H", "H", "H", "H", "H", "H", "H", "H", "H", "H", "H", "H", "H", "H", "H", "H", "Br", "C", "C", "C", "C", "C", "C", "C", "O", "O", "H", "H", "H", "H", "F", "C", "C", "C", "C", "C", "C", "C", "H", "H", "H", "H", "H", "H", "C", "O", "C", "S", "S", "H", "H", "H"],
  "positions_angstrom": [[0.81, 0.10, 0.33], [-2.80, 1.94, 2.24], [-2.84, 0.87, 1.19], [-3.23, 1.14, -0.11], [-3.37, 0.11, -1.04], [-3.12, -1.20, -0.67], [-2.71, -1.48, 0.63], [-2.57, -0.45, 1.55], [-3.13, 2.89, 1.83], [-1.79, 2.06, 2.63], [-3.45, 1.66, 3.06], [-3.45, 2.15, -0.41], [-3.70, 0.34, -2.04], [-3.27, -2.00, -1.38], [-2.54, -2.50, 0.93], [-2.31, -0.69, 2.57], [-0.74, -1.92, -4.19], [0.47, -1.02, -4.39], [1.12, -1.23, -5.75], [0.06, 0.36, -4.34], [-0.24, 1.09, -2.96], [-0.18, 0.19, -1.79], [0.93, 2.50, -2.88], [2.51, 1.77, -2.28], [2.32, 0.94, -1.07], [2.93, 0.86, -3.50], [3.97, 1.07, -4.47], [3.72, 2.33, -5.28], [5.34, 1.03, -3.83], [3.62, 2.89, -2.19], [4.03, 3.69, -1.06], [4.29, 2.85, 0.18], [3.04, 4.82, -0.80], [-1.68, 1.73, -3.07], [-2.35, 2.27, -4.22], [-1.45, 3.16, -5.05], [-2.94, 1.15, -5.07], [-0.44, -2.97, -4.20], [-1.46, -1.77, -5.00], [-1.23, -1.69, -3.25], [1.20, -1.18, -3.59], [0.38, -1.10, -6.54], [1.53, -2.24, -5.82], [1.91, -0.51, -5.89], [0.52, 3.23, -2.19], [1.08, 2.95, -3.86], [3.86, 0.19, -5.13], [3.76, 3.20, -4.62], [2.74, 2.30, -5.75], [4.47, 2.43, -6.05], [5.55, 1.96, -3.31], [6.10, 0.88, -4.60], [5.38, 0.21, -3.12], [4.97, 4.12, -1.42], [3.38, 2.35, 0.51], [4.64, 3.49, 0.98], [5.04, 2.09, -0.02], [2.16, 4.46, -0.27], [2.73, 5.26, -1.75], [3.51, 5.59, -0.20], [-3.16, 2.86, -3.78], [-0.61, 2.57, -5.42], [-1.08, 3.99, -4.45], [-2.00, 3.55, -5.90], [-2.15, 0.58, -5.54], [-3.58, 1.58, -5.84], [-3.55, 0.49, -4.46], [3.60, -5.28, -2.58], [2.45, -4.55, -1.25], [1.47, -3.66, -1.64], [0.68, -3.05, -0.66], [0.87, -3.38, 0.68], [1.82, -4.34, 1.04], [2.63, -4.92, 0.07], [0.14, -2.62, 1.79], [-0.28, -3.22, 2.76], [0.07, -1.36, 1.58], [1.34, -3.42, -2.68], [-0.10, -2.35, -0.96], [1.95, -4.58, 2.08], [3.40, -5.62, 0.35], [1.16, 5.97, 4.87], [0.87, 5.11, 3.87], [1.62, 3.95, 3.73], [1.34, 3.10, 2.68], [0.33, 3.38, 1.75], [0.15, 2.50, 0.56], [-0.42, 4.54, 1.95], [-0.15, 5.41, 2.99], [2.38, 3.71, 4.45], [1.91, 2.19, 2.57], [0.96, 2.83, -0.13], [-0.78, 2.81, 0.05], [-1.22, 4.78, 1.25], [-0.71, 6.33, 3.11], [5.70, -2.62, 1.59], [4.84, -1.68, 2.21], [3.82, -1.18, 1.54], [3.44, -1.58, -0.05], [2.91, -0.05, 2.40], [6.12, -3.22, 2.40], [6.49, -2.10, 1.05], [5.15, -3.25, 0.89]]
}



{
  "formula": "C21H31AsMoN4OSe2",
  "method": "ωB97M-V/def2-TZVPD",
  "energy_ev": -223635.1978,
  "e_homo_ha": [-0.776, -0.777],
  "total_charge": 4,
  "multiplicity": 3,
  "largest_force_ev_per_a": 0.20,
  "symbols": ["Mo", "Se", "Se", "C", "C", "C", "C", "C", "N", "C", "C", "C", "C", "C", "N", "H", "H", "H", "H", "H", "H", "H", "H", "C", "C", "N", "C", "C", "N", "H", "H", "H", "H", "H", "H", "C", "C", "C", "O", "C", "H", "H", "H", "H", "H", "H", "H", "H", "C", "As", "C", "C", "H", "H", "H", "H", "H", "H", "H", "H", "H"],
  "positions_angstrom": [[-0.38, -0.24, 0.32], [-2.93, -0.82, 1.26], [-1.13, -2.17, 2.02], [-0.95, -3.17, 0.40], [-1.19, -4.50, 0.22], [-0.95, -5.03, -1.05], [-0.50, -4.18, -2.05], [-0.30, -2.83, -1.78], [-0.52, -2.32, -0.56], [-2.26, 0.51, 2.50], [-2.95, 1.07, 3.54], [-2.25, 1.98, 4.35], [-0.92, 2.24, 4.08], [-0.30, 1.63, 3.00], [-0.97, 0.77, 2.21], [-1.54, -5.13, 1.04], [-1.12, -6.08, -1.25], [-0.31, -4.55, -3.05], [0.04, -2.15, -2.55], [-3.99, 0.83, 3.72], [-2.75, 2.45, 5.19], [-0.35, 2.93, 4.70], [0.73, 1.83, 2.74], [-3.15, 0.38, -2.19], [-1.70, 0.36, -2.55], [-0.63, 0.16, -1.77], [0.50, 0.26, -2.59], [0.10, 0.48, -3.86], [-1.28, 0.55, -3.80], [-3.30, 0.79, -1.20], [-3.58, -0.62, -2.24], [-3.70, 1.01, -2.89], [1.50, 0.13, -2.22], [0.65, 0.60, -4.77], [-1.88, 0.73, -4.59], [1.31, 3.50, -1.20], [-0.23, 3.54, -1.30], [-0.69, 2.81, -0.06], [0.32, 1.76, 0.14], [1.63, 2.35, -0.25], [1.70, 4.43, -0.81], [1.76, 3.34, -2.18], [-0.58, 3.04, -2.20], [-0.61, 4.56, -1.32], [-1.67, 2.33, -0.15], [-0.68, 3.44, 0.83], [2.22, 1.55, -0.69], [2.09, 2.69, 0.67], [3.10, 0.05, 2.19], [2.10, -1.02, 0.92], [2.19, -2.80, 1.69], [3.24, -1.16, -0.64], [4.05, -0.46, 2.34], [2.57, 0.09, 3.15], [3.28, 1.05, 1.81], [3.25, -3.05, 1.80], [1.74, -3.54, 1.03], [1.74, -2.82, 2.68], [4.16, -1.66, -0.34], [3.51, -0.17, -1.02], [2.76, -1.75, -1.42]]
}